#A
{"formula": "C29H33Cl3N2O2TeTi", "method": "the ωB97M-V functional and the def2-TZVPD basis", "spin_multiplicity": 2, "orbital_gap_ev": [6.90, 6.93], "e_homo_ev": [-4.71, -5.12], "charge": -1, "symbols": ["Te", "Ti", "Cl", "Cl", "Cl", "O", "O", "N", "N", "C", "C", "C", "C", "C", "C", "C", "C", "C", "C", "C", "C", "C", "C", "C", "C", "C", "C", "C", "C", "C", "C", "C", "C", "C", "C", "C", "C", "C", "H", "H", "H", "H", "H", "H", "H", "H", "H", "H", "H", "H", "H", "H", "H", "H", "H", "H", "H", "H", "H", "H", "H", "H", "H", "H", "H", "H", "H", "H", "H", "H", "H"], "xyz": [[-3.707, -0.678, -1.979], [0.679, 0.345, 0.140], [1.803, 1.921, -4.520], [4.537, 1.491, -3.550], [2.991, -1.140, -4.998], [0.598, -2.048, 0.229], [0.470, 2.166, -0.814], [-1.133, 0.629, -0.629], [1.996, -0.146, -1.510], [-2.922, 0.310, -4.780], [-0.898, -0.269, -6.000], [-1.654, -1.908, 1.057], [-6.810, 0.407, -1.850], [-7.742, -2.225, -4.408], [-1.356, 2.441, -2.343], [-8.972, -2.651, -5.163], [-6.667, -0.747, -2.809], [-0.331, -1.369, 0.629], [-0.016, -0.148, -7.213], [-4.200, 1.104, -4.762], [-0.789, -2.080, -2.681], [-5.374, -2.472, -3.908], [0.507, 1.514, 2.148], [2.611, 0.856, 1.545], [-2.511, -0.505, -3.721], [1.953, -0.257, 2.108], [0.656, 0.149, 2.497], [-1.289, -1.194, -3.790], [-4.107, -3.244, -4.158], [-6.527, -2.862, -4.591], [-5.436, -1.391, -3.022], [2.903, 0.961, -3.619], [-0.689, 1.701, -1.215], [2.408, 0.357, -2.468], [1.724, 1.945, 1.572], [-2.105, 0.405, -5.907], [-0.501, -1.059, -4.927], [-7.794, -1.174, -3.500], [-4.341, 1.600, -3.799], [1.901, 2.913, 1.134], [-1.124, 3.503, -2.263], [-9.294, -1.874, -5.860], [-0.805, -1.550, -1.729], [-3.437, -2.705, -4.831], [-6.465, -3.698, -5.280], [-9.805, -2.845, -4.484], [-8.786, -3.559, -5.737], [-8.739, -0.667, -3.327], [0.461, -1.564, -4.965], [-0.441, 0.539, -7.946], [-0.079, -0.460, 2.998], [-2.194, -2.211, 0.157], [-2.424, 1.040, -6.728], [0.120, -1.120, -7.692], [-0.962, 2.076, -3.294], [0.978, 0.204, -6.932], [-0.382, 2.111, 2.272], [-1.516, -2.785, 1.693], [-2.241, -1.140, 1.556], [-6.544, 0.120, -0.830], [-6.147, 1.230, -2.123], [2.343, -1.260, 2.166], [-4.185, 1.862, -5.545], [-2.431, 2.278, -2.327], [0.233, -2.401, -2.879], [-3.561, -3.402, -3.228], [-1.420, -2.966, -2.572], [3.595, 0.850, 1.102], [-5.072, 0.465, -4.921], [-7.837, 0.770, -1.841], [-4.333, -4.213, -4.603]]}

---

#B
{"formula": "C29H33Cl3N2O2TeTi", "method": "the ωB97M-V functional and the def2-TZVPD basis", "spin_multiplicity": 2, "orbital_gap_ev": [5.00, 4.99], "e_homo_ev": [-3.29, -3.29], "charge": -1, "symbols": ["Te", "Ti", "Cl", "Cl", "Cl", "O", "O", "N", "N", "C", "C", "C", "C", "C", "C", "C", "C", "C", "C", "C", "C", "C", "C", "C", "C", "C", "C", "C", "C", "C", "C", "C", "C", "C", "C", "C", "C", "C", "H", "H", "H", "H", "H", "H", "H", "H", "H", "H", "H", "H", "H", "H", "H", "H", "H", "H", "H", "H", "H", "H", "H", "H", "H", "H", "H", "H", "H", "H", "H", "H", "H"], "xyz": [[0.393, -0.107, 0.889], [-1.994, -2.919, 0.596], [-3.832, -0.336, -3.480], [-5.373, -1.030, -1.081], [-5.980, -3.250, -3.644], [-0.291, -4.343, 0.309], [-2.396, -1.072, 0.746], [-2.622, -3.176, -1.212], [-0.180, -2.158, 0.403], [0.507, 3.016, -0.021], [3.466, 0.870, 0.580], [0.626, 2.606, 2.352], [0.496, 2.109, 1.044], [0.826, 3.965, 2.566], [-2.481, 1.326, 0.682], [-2.760, -3.079, 2.862], [1.943, -3.438, 0.514], [2.000, -0.521, -3.196], [1.115, -0.520, -2.123], [-3.219, -2.319, -1.826], [3.732, 0.390, -1.843], [4.212, -0.032, -4.282], [-0.293, -0.981, -2.378], [0.537, 1.707, 3.565], [1.578, -0.064, -0.883], [2.896, 0.382, -0.729], [-2.844, -4.936, 1.531], [-3.926, -3.006, 2.059], [0.451, -3.314, 0.404], [-2.094, -4.279, 2.539], [-3.975, -4.146, 1.237], [1.152, 6.327, 1.759], [-1.724, 0.041, 0.735], [0.233, 2.614, -1.450], [3.304, -0.061, -3.082], [-4.161, -1.482, -2.217], [0.903, 4.864, 1.509], [0.734, 4.370, 0.227], [-0.304, 3.413, -1.963], [-3.469, 1.154, 1.110], [-2.610, -5.888, 1.083], [0.900, 6.924, 0.883], [-0.372, -2.064, -2.282], [2.410, -2.943, -0.340], [3.797, 0.606, -5.064], [-2.489, -2.388, 3.644], [3.080, 1.860, 0.834], [-4.672, -2.228, 2.097], [-0.338, 1.054, 3.517], [-2.630, 1.661, -0.353], [1.415, 1.063, 3.654], [1.647, -0.887, -4.156], [0.461, 2.303, 4.474], [0.912, 4.334, 3.583], [-1.978, 2.128, 1.218], [-4.760, -4.392, 0.539], [0.755, 5.058, -0.614], [2.240, -4.484, 0.544], [5.198, 0.352, -4.021], [-1.009, -0.551, -1.678], [-1.210, -4.666, 3.020], [4.333, -1.031, -4.704], [4.747, 0.760, -1.734], [3.212, 0.204, 1.407], [2.282, -2.930, 1.420], [4.552, 0.932, 0.517], [-0.604, -0.709, -3.386], [0.560, 6.687, 2.602], [2.203, 6.508, 1.997], [1.156, 2.420, -2.001], [-0.378, 1.714, -1.504]]}

---

Which is most stable? The ranking, best first, is #A, #B.

---

#A
{"formula": "C5H7N3S", "method": "the ωB97M-V functional and the def2-TZVPD basis", "spin_multiplicity": 1, "smiles": "NNc1ccc[nH]c1=S", "orbital_gap_ev": 7.67, "e_homo_ev": -7.19, "symbols": ["S", "N", "N", "N", "C", "C", "C", "C", "C", "H", "H", "H", "H", "H", "H", "H"], "xyz": [[3.073, -0.916, 0.070], [1.833, 1.437, -0.069], [0.228, -1.760, 0.060], [-1.040, -2.242, 0.017], [1.701, 0.079, 0.055], [0.325, -0.387, -0.025], [0.846, 2.342, 0.037], [-0.484, 1.884, -0.053], [-0.729, 0.520, -0.046], [-1.150, -3.186, -0.286], [1.004, 3.518, -0.219], [-1.261, 2.717, -0.136], [2.797, 1.928, -0.225], [-1.701, 0.106, -0.094], [-1.530, -2.217, 0.920], [0.911, -2.282, -0.449]]}

---

#B
{"formula": "C5H7N3S", "method": "the ωB97M-V functional and the def2-TZVPD basis", "spin_multiplicity": 1, "smiles": "Cc1c[nH]nc(N)c1=S", "orbital_gap_ev": [7.41, 7.41], "e_homo_ev": [-7.75, -7.75], "symbols": ["S", "N", "N", "N", "C", "C", "C", "C", "C", "H", "H", "H", "H", "H", "H", "H"], "xyz": [[-0.923, -2.450, 0.480], [1.499, 0.310, -1.216], [1.487, -1.870, -1.472], [0.991, 1.521, -0.853], [-0.093, 1.673, -0.009], [-1.823, 0.472, 1.584], [-0.663, 0.488, 0.542], [0.907, -0.812, -0.806], [-0.176, -0.996, 0.122], [1.458, -2.830, -1.181], [-2.744, 0.191, 1.042], [1.627, 2.262, -1.104], [-0.325, 2.765, 0.203], [2.340, -1.676, -1.868], [-1.617, -0.341, 2.216], [-1.947, 1.292, 2.320]]}

---

Which is most stable? The ranking, best first, is #B, #A.

---

#A
{"formula": "C5H38N2O12", "method": "the ωB97M-V functional and the def2-TZVPD basis", "spin_multiplicity": 2, "orbital_gap_ev": [10.06, 4.23], "e_homo_ev": [-13.50, -13.50], "charge": 1, "symbols": ["O", "O", "O", "O", "O", "O", "O", "O", "O", "O", "O", "O", "N", "N", "C", "C", "C", "C", "C", "H", "H", "H", "H", "H", "H", "H", "H", "H", "H", "H", "H", "H", "H", "H", "H", "H", "H", "H", "H", "H", "H", "H", "H", "H", "H", "H", "H", "H", "H", "H", "H", "H", "H", "H", "H", "H", "H"], "xyz": [[-3.423, 0.551, -2.118], [-0.038, 3.757, -3.675], [-0.989, -3.047, 2.487], [-3.115, -1.648, 3.750], [1.164, -2.744, -2.830], [3.859, 0.226, -1.187], [-0.512, -1.507, -0.579], [-3.438, 1.070, 0.234], [-2.412, -3.752, -0.108], [-0.061, 0.477, -2.188], [-1.532, 1.067, -4.610], [3.454, -2.890, -1.454], [0.264, 0.784, 1.780], [1.795, -1.899, 1.957], [0.778, 3.309, 1.161], [1.816, -0.835, 3.000], [0.617, 0.150, 3.082], [1.344, 1.815, 1.375], [0.357, 3.629, -0.243], [-0.928, -4.024, 2.294], [-0.403, 4.237, -0.546], [0.554, -2.745, -2.137], [2.792, -2.697, -0.731], [-1.465, 1.979, -4.828], [2.160, 1.956, 1.979], [2.864, -2.561, -2.264], [2.694, -2.135, 1.775], [-0.192, -2.681, 2.071], [-0.980, 3.730, -3.149], [0.315, 2.678, -0.704], [-2.877, -3.038, -0.414], [-3.534, 0.805, -3.029], [-3.465, -1.105, 3.216], [-0.096, -1.205, 0.260], [2.783, -0.281, 2.916], [0.756, 0.223, -2.669], [-2.243, -1.983, 3.460], [4.274, -0.402, -1.508], [1.772, -1.468, 4.053], [1.461, 4.216, 1.510], [-4.075, 1.004, -0.471], [-0.650, 1.292, 1.927], [1.172, 4.218, -0.544], [-1.225, 0.755, -3.716], [-0.144, -0.073, -1.350], [-2.435, -3.740, 0.950], [3.323, 0.125, -0.361], [-0.165, 3.373, 1.787], [1.960, 1.543, 0.530], [-3.609, 2.041, 0.535], [-2.471, 0.815, -1.995], [-1.435, -1.613, -0.415], [0.904, 0.953, 3.736], [1.362, -1.379, 1.173], [1.071, -3.596, -3.209], [0.359, 2.841, -3.560], [-0.109, -0.569, 3.591]]}

---

#B
{"formula": "C5H38N2O12", "method": "the ωB97M-V functional and the def2-TZVPD basis", "spin_multiplicity": 2, "orbital_gap_ev": [2.90, 7.10], "e_homo_ev": [-5.12, -9.46], "charge": 1, "symbols": ["O", "O", "O", "O", "O", "O", "O", "O", "O", "O", "O", "O", "N", "N", "C", "C", "C", "C", "C", "H", "H", "H", "H", "H", "H", "H", "H", "H", "H", "H", "H", "H", "H", "H", "H", "H", "H", "H", "H", "H", "H", "H", "H", "H", "H", "H", "H", "H", "H", "H", "H", "H", "H", "H", "H", "H", "H"], "xyz": [[-1.692, -0.465, -4.145], [-3.187, 1.284, -2.153], [-3.183, 1.579, 0.836], [-1.451, 0.220, 3.728], [1.023, 3.101, 2.953], [-0.994, -2.380, 4.090], [0.479, -2.449, -3.241], [-1.952, -0.696, -0.329], [1.055, -3.032, -0.498], [2.883, -1.084, -1.475], [2.098, 1.443, -2.411], [-0.339, 1.461, -3.784], [0.078, -1.173, 1.520], [-0.846, 2.437, -1.106], [0.805, 0.959, 0.039], [1.737, 0.581, 1.127], [1.244, -0.531, 2.122], [0.074, 2.159, 0.010], [2.439, -1.441, 2.484], [-1.771, 2.161, -0.731], [-0.710, 3.419, -1.324], [1.781, -2.447, -0.763], [-1.321, -0.644, 4.149], [2.696, -1.504, 3.549], [-2.137, 0.732, 4.192], [2.221, 1.356, 1.724], [-4.018, 2.037, 0.893], [-0.411, -0.553, 0.844], [-2.425, -1.259, -0.958], [0.346, -1.937, 0.883], [1.949, 3.319, 3.102], [0.610, 2.819, 3.769], [-0.516, 2.130, -4.446], [-1.386, -0.548, -5.044], [-0.667, 1.931, -1.988], [0.496, -2.903, -2.373], [3.427, -1.093, 2.165], [0.756, 0.268, -0.794], [-3.879, 1.453, -1.480], [-1.464, -3.224, 4.086], [2.855, 1.840, -2.878], [1.356, -3.895, -0.178], [0.945, -0.155, 3.102], [1.194, -2.797, -3.766], [-1.702, -1.347, -3.723], [2.701, 0.209, 0.717], [-0.475, -2.484, 4.912], [3.647, -1.428, -1.955], [-2.986, 1.132, 1.674], [2.177, -2.474, 2.217], [-2.559, 0.056, -0.238], [0.316, 2.959, 0.689], [-0.656, -1.506, 2.160], [2.606, -0.400, -2.135], [-3.705, 0.885, -2.862], [1.450, 1.150, -3.058], [-1.010, 0.773, -3.900]]}

---

Which is most stable? The ranking, best first, is #B, #A.

---

#A
{"formula": "H9NSi3", "method": "the ωB97M-V functional and the def2-TZVPD basis", "spin_multiplicity": 1, "smiles": "[H]/N=[SiH]/[SiH3].[SiH4]", "orbital_gap_ev": 9.64, "e_homo_ev": -9.96, "symbols": ["Si", "Si", "Si", "N", "H", "H", "H", "H", "H", "H", "H", "H", "H"], "xyz": [[-0.970, 2.526, 0.294], [1.659, -1.246, -0.856], [-0.174, -2.012, 0.216], [-1.033, -0.918, 1.006], [1.760, -1.419, -2.364], [-1.426, 1.662, 1.477], [-1.897, -1.240, 1.504], [1.891, 0.217, -0.824], [-0.253, 1.462, -0.501], [-0.339, -3.485, -0.140], [0.177, 3.488, 0.836], [2.798, -2.155, -0.261], [-2.192, 3.122, -0.388]]}

---

#B
{"formula": "H9NSi3", "method": "the ωB97M-V functional and the def2-TZVPD basis", "spin_multiplicity": 1, "orbital_gap_ev": 9.69, "e_homo_ev": -9.56, "symbols": ["Si", "Si", "Si", "N", "H", "H", "H", "H", "H", "H", "H", "H", "H"], "xyz": [[2.000, 0.382, -0.451], [-1.604, 0.027, 0.676], [0.542, -0.816, 0.715], [-1.847, 0.947, -0.797], [1.386, 0.548, -1.810], [-2.762, 0.885, -1.291], [3.268, -0.342, -0.628], [1.041, -1.296, 1.916], [0.952, -2.394, -0.389], [-1.943, 1.057, 1.649], [-1.024, 1.222, -1.305], [2.584, 1.677, 0.204], [-2.723, -1.030, 0.856]]}

---

Which is most stable? The ranking, best first, is #B, #A.